Entry 1:
Here is C13H33MgN3O11S4 as an isolated structure at a distorted geometry from the OMol25 dataset. Energies are from the ωB97M-V functional and the def2-TZVPD basis.

Results
Orbital gap in Ha: 0.312
Highest occupied orbital energy in eV: -8.584
Net charge: 0

```
65
Properties=species:S:1:pos:R:3:forces:R:3
Mg 1.0978 1.8352 1.7884 1.85 0.37 -1.44
N 0.6548 -0.4740 -0.4120 0.02 -0.18 0.00
O 1.0659 0.4538 0.3303 0.07 -0.48 -0.84
O 0.5850 -1.6302 0.0521 -0.07 0.36 -0.22
O 0.3312 -0.2401 -1.5879 0.01 0.02 0.56
N 3.9376 3.2381 0.9960 0.08 0.85 -0.91
O 3.8664 4.4150 1.4057 0.06 -0.62 0.07
O 4.8333 2.8689 0.2359 -0.40 -0.05 0.71
O 3.0129 2.4237 1.3108 0.11 -0.41 0.38
C -1.3182 0.7556 -3.8659 0.27 -0.52 -0.03
C -1.1084 2.1171 -3.4367 -0.31 0.43 -0.06
N -0.9298 3.2018 -3.1095 -0.03 0.06 0.09
H -1.5248 0.1417 -2.9895 0.23 -0.07 -0.09
H -0.3783 0.4439 -4.3259 -0.13 -0.32 0.11
H -2.1271 0.6215 -4.5801 -0.03 0.38 -0.05
C 3.8197 -0.7926 1.9982 -0.77 0.28 0.55
S 2.5559 -0.5934 3.2965 1.38 -0.75 0.61
O 1.8177 0.6819 3.0535 -0.03 -0.78 0.85
C 1.5480 -2.0613 3.0648 -0.81 -0.43 -0.58
H 3.4103 -0.7748 0.9926 -0.13 -0.04 0.01
H 4.3271 -1.7226 2.2452 0.12 0.00 -0.11
H 4.4547 0.0753 2.1642 0.16 -0.08 -0.18
H 1.1058 -2.1814 2.0740 0.14 0.46 -0.06
H 0.7399 -2.0871 3.7973 0.12 0.39 0.12
H 2.1317 -2.9650 3.2504 0.48 0.34 0.14
C -2.6547 -0.3165 2.4433 0.07 1.13 0.57
S -2.0989 1.3486 1.9741 0.27 -0.64 -0.54
O -0.6135 1.3264 2.2561 -2.34 -0.34 0.62
C -2.2860 1.2174 0.1734 0.78 -0.92 -0.23
H -3.7399 -0.2620 2.3630 -0.03 -0.41 -0.03
H -2.3684 -0.3095 3.4967 -0.23 -0.28 0.05
H -2.1860 -1.1657 1.9527 0.03 0.24 -0.40
H -3.3163 1.1621 -0.1733 -0.15 0.50 0.35
H -1.8305 0.2735 -0.1493 0.10 0.05 0.25
H -1.6851 1.9898 -0.3046 -0.30 0.29 0.14
C 1.0346 -3.6097 -2.8489 -0.65 -0.04 0.11
S 2.4751 -4.5499 -2.3464 0.60 0.57 0.33
O 3.6645 -3.8918 -2.9752 -0.45 -0.32 0.08
C 2.5378 -4.0283 -0.5825 -0.43 -1.05 -0.93
H 0.8292 -3.8190 -3.8982 0.37 0.12 -0.09
H 1.1543 -2.5439 -2.6557 0.13 -0.02 -0.06
H 0.1493 -3.9693 -2.3159 0.20 -0.02 0.23
H 2.6341 -2.9510 -0.5460 0.12 0.05 0.17
H 3.3735 -4.6112 -0.2016 0.24 0.40 0.13
H 1.6356 -4.4053 -0.0983 -0.09 0.29 0.06
C 1.1152 5.8331 0.8875 0.64 -0.01 0.26
S 0.6137 4.4355 -0.1787 0.22 1.25 -0.03
O 0.4343 3.2597 0.7464 -1.09 1.18 -0.36
C -1.0479 5.1027 -0.5096 0.75 -0.03 -0.18
H 1.3331 6.7503 0.3367 -0.39 -0.23 -0.46
H 2.0787 5.5848 1.3419 -0.16 -0.46 -0.07
H 0.4005 6.0553 1.6802 -0.26 -0.27 -0.17
H -1.5232 5.1690 0.4657 -0.37 0.05 -0.18
H -1.5505 4.5405 -1.2898 -0.08 -0.49 0.38
H -0.8845 6.0768 -0.9749 0.08 0.15 0.36
C -4.8183 -2.5231 -0.5123 -0.49 0.50 0.05
C -3.4932 -3.0958 -0.0588 -0.65 0.95 -0.06
O -3.3693 -3.5316 1.0585 0.12 -0.37 0.22
C -2.3131 -2.8827 -0.9620 -0.01 -0.58 0.11
H -4.8233 -1.4525 -0.2658 0.39 0.04 -0.20
H -5.6897 -2.8624 0.0476 0.24 -0.58 -0.05
H -4.9913 -2.5932 -1.5851 0.04 -0.11 -0.01
H -2.4192 -3.4083 -1.9136 -0.07 -0.13 0.07
H -1.4659 -3.2635 -0.3970 0.33 0.28 -0.36
H -2.2041 -1.8306 -1.2287 0.13 0.06 0.20
```
Positions in Å, forces in eV/Å.


Entry 2:
Here is C5H9MgO3 as an isolated structure at a distorted geometry from the OMol25 dataset. Energies are from the ωB97M-V functional and the def2-TZVPD basis.

Results
Orbital gap (alpha / beta) in Ha: 0.360 / 0.239
Highest occupied orbital energy (alpha / beta) in eV: -14.369 / -10.671
Net charge: +1

```
18
Properties=species:S:1:pos:R:3:forces:R:3
H 1.9405 -4.6147 0.1640 0.31 -0.09 0.43
O -1.5336 -4.2125 -2.8429 0.12 -0.40 -0.29
O -3.5588 -3.5317 -2.5925 0.22 -0.45 -0.25
O -1.9023 -2.1241 -2.0988 0.01 0.05 -0.22
C -0.1602 -4.0060 -2.9055 0.71 -0.70 0.60
C -4.5555 -2.5548 -2.1707 -0.24 0.62 0.16
C 0.6241 -4.1675 -1.8167 -1.00 0.15 -1.57
C -5.9068 -3.2097 -2.2599 -0.17 -0.12 -0.03
C -2.3223 -3.2139 -2.5081 -0.56 0.10 0.44
H 0.2111 -3.8746 -3.9235 -0.11 0.14 0.26
H -4.3079 -2.2484 -1.1480 -0.04 -0.06 -0.23
H -4.4649 -1.6911 -2.8399 -0.02 -0.18 0.18
H 1.7016 -4.1189 -1.9909 -0.36 -0.03 0.39
H 0.1633 -4.4580 -0.8671 0.38 0.16 -0.28
H -6.6648 -2.4774 -1.9535 0.17 -0.20 -0.08
H -6.1257 -3.5261 -3.2873 0.05 0.07 0.28
H -5.9692 -4.0765 -1.5904 0.00 0.22 -0.19
Mg -0.0567 -1.6617 -1.6990 0.54 0.72 0.39
```
Positions in Å, forces in eV/Å.


Entry 3:
Here is an isolated molecule of C4H3N3O at a distorted geometry from the OMol25 dataset. Energies are from the ωB97M-V functional and the def2-TZVPD basis.

Results
SMILES: C1=NN=C2CON=C12
Orbital gap in Ha: 0.332
Highest occupied orbital energy in eV: -10.535
Net charge: 0

```
11
Properties=species:S:1:pos:R:3:forces:R:3
C 1.5630 0.9900 0.1154 1.88 -1.33 -2.67
N 2.2255 -0.1953 -0.2729 -4.43 3.64 2.95
N 1.1074 -1.3125 -0.0074 5.91 -2.13 -2.07
C 0.0565 -0.7560 0.1736 -5.94 1.33 1.77
C -1.4448 -1.0264 0.0673 -3.53 -1.56 -0.52
O -2.0666 0.3893 -0.2615 4.35 -0.50 0.72
N -0.9472 1.3460 -0.0379 0.82 -3.49 1.13
C 0.1341 0.6278 0.3624 -1.84 4.97 -2.57
H 1.9025 2.1631 -0.1616 -0.58 -3.80 1.08
H -2.2367 -1.2917 0.9511 2.84 0.32 -1.56
H -1.6847 -1.8650 -0.7828 0.53 2.55 1.74
```
Positions in Å, forces in eV/Å.


Entry 4:
Here is C14H14N2O3OsS as an isolated structure at a distorted geometry from the OMol25 dataset. Energies are from the ωB97M-V functional and the def2-TZVPD basis.

Results
Orbital gap (alpha / beta) in Ha: 0.212 / 0.183
Expectation value of S²: 6.05
Highest occupied orbital energy (alpha / beta) in eV: -5.585 / -8.506
Spin multiplicity: 5
Net charge: 0

```
35
Properties=species:S:1:pos:R:3:forces:R:3
C 0.9028 2.2412 -3.1804 -0.17 0.61 0.18
C 0.9415 3.2577 -2.1639 -0.53 -0.24 -0.22
C -0.1734 3.0619 -1.2606 -0.43 0.08 -1.09
C -0.9296 1.9229 -1.7661 -0.33 0.99 -0.47
C -0.2691 1.4399 -2.9543 -0.50 -0.16 -0.75
Os 0.9631 1.3070 -1.2185 1.94 -2.97 2.41
N 2.4887 -0.0489 -1.1721 -5.11 -0.41 -4.38
C 3.2336 0.6492 -0.2304 1.28 0.29 1.12
C 2.4851 2.0301 -0.0046 1.10 -0.31 -0.05
H -0.3438 3.6053 -0.3585 -0.32 0.33 0.17
H 1.7024 4.0184 -2.0493 -0.02 -0.25 -0.04
H -1.7363 1.4515 -1.2167 -0.03 0.23 -0.45
H -0.5088 0.5095 -3.4792 -0.05 0.64 0.05
H 1.6831 2.0935 -3.9173 -0.32 0.00 -0.01
H 3.0733 2.9146 -0.3119 -0.13 -0.71 -0.15
H 4.1985 0.7521 -0.7433 0.73 0.15 1.42
H 2.3803 -0.8640 -1.8713 1.64 1.56 2.35
H 2.1269 2.2535 1.0080 0.09 -0.55 -0.15
H 3.0979 0.0051 0.6689 1.22 0.67 0.09
O -4.0333 -0.9645 -0.1798 2.15 1.44 3.38
S -3.1979 -0.4922 1.0068 -0.52 -2.98 -4.59
O -3.8271 0.2385 2.0331 -0.81 1.02 1.10
N -1.8639 0.2615 0.4156 -1.89 0.84 0.03
C -0.7361 -0.3132 0.7555 1.30 -2.01 1.33
O 0.4191 0.2064 0.5316 0.40 0.21 -0.58
C -0.8959 -1.6011 1.4392 2.92 3.34 -1.95
C 0.0827 -2.5429 1.7842 0.66 -2.25 0.99
C -0.3412 -3.7345 2.3630 3.23 2.00 -1.25
C -1.7130 -3.9517 2.5877 -3.00 -0.74 0.63
C -2.6928 -3.0126 2.2211 0.37 0.84 -0.45
C -2.2452 -1.8416 1.6214 -4.59 -1.88 1.38
H 1.1277 -2.3138 1.5658 -0.31 -0.21 0.18
H 0.3935 -4.5043 2.6313 -0.39 0.39 -0.13
H -2.0320 -4.8841 3.0534 0.08 0.26 -0.09
H -3.7609 -3.1504 2.3917 0.37 -0.21 -0.02
```
Positions in Å, forces in eV/Å.


Q: Which formula does entry 4 have?
A: C14H14N2O3OsS